{"formula": "C31H45FO24", "method": "the ωB97M-V functional and the def2-TZVPD basis", "multiplicity": 1, "e_lumo_ev": -0.090, "mol_weight_g_mol": 820.675, "homo_lumo_gap_ev": 9.42, "charge": 0, "homo_ev": -9.509, "smiles": "O=C1OC[C@@H](F)O1.C[C@H]1COC(=O)O1.C[C@H]1COC(=O)O1.C[C@H]1COC(=O)O1.C[C@H]1COC(=O)O1.C[C@H]1COC(=O)O1.C[C@H]1COC(=O)O1.C[C@H]1COC(=O)O1", "species": ["O", "C", "O", "C", "C", "F", "O", "H", "H", "H", "C", "C", "C", "O", "C", "O", "O", "H", "H", "H", "H", "H", "H", "C", "C", "C", "O", "C", "O", "O", "H", "H", "H", "H", "H", "H", "C", "C", "C", "O", "C", "O", "O", "H", "H", "H", "H", "H", "H", "C", "C", "C", "O", "C", "O", "O", "H", "H", "H", "H", "H", "H", "C", "C", "C", "O", "C", "O", "O", "H", "H", "H", "H", "H", "H", "C", "C", "C", "O", "C", "O", "O", "H", "H", "H", "H", "H", "H", "C", "C", "C", "O", "C", "O", "O", "H", "H", "H", "H", "H", "H"], "xyz": [[-2.156, -4.893, -0.716], [-2.589, -4.366, -1.669], [-3.753, -4.691, -2.252], [-3.940, -3.884, -3.415], [-2.853, -2.822, -3.353], [-3.227, -1.566, -2.970], [-2.046, -3.298, -2.298], [-3.724, -4.584, -4.226], [-4.942, -3.496, -3.580], [-2.270, -2.767, -4.271], [1.974, 6.705, 2.308], [2.531, 5.319, 2.032], [1.491, 4.196, 2.136], [1.536, 3.574, 0.834], [2.436, 4.190, 0.057], [2.740, 3.843, -1.032], [2.951, 5.262, 0.672], [1.918, 6.912, 3.377], [0.992, 6.873, 1.858], [2.593, 7.487, 1.864], [3.368, 5.200, 2.723], [0.475, 4.484, 2.381], [1.889, 3.433, 2.804], [0.526, 0.521, -2.836], [0.245, 2.009, -2.638], [0.158, 2.817, -3.935], [-1.055, 3.545, -3.826], [-1.734, 3.154, -2.748], [-2.802, 3.546, -2.392], [-1.085, 2.172, -2.094], [-0.112, 0.044, -3.578], [0.353, 0.042, -1.870], [1.569, 0.335, -3.095], [0.914, 2.413, -1.887], [0.169, 2.217, -4.843], [1.017, 3.491, -3.937], [-2.515, 3.699, 1.004], [-3.784, 3.150, 1.629], [-4.702, 2.373, 0.678], [-5.028, 1.169, 1.365], [-4.152, 1.021, 2.399], [-4.100, 0.058, 3.101], [-3.337, 2.074, 2.474], [-2.054, 3.029, 0.280], [-1.758, 3.843, 1.776], [-2.771, 4.640, 0.516], [-4.396, 3.952, 2.049], [-4.192, 2.189, -0.273], [-5.618, 2.916, 0.453], [-1.738, -0.414, -0.063], [-0.540, -0.436, 0.856], [-0.091, 0.901, 1.422], [0.115, 0.656, 2.814], [-0.479, -0.533, 3.157], [-0.674, -0.957, 4.235], [-0.958, -1.088, 2.032], [-2.591, 0.075, 0.418], [-2.094, -1.286, -0.599], [-1.511, 0.333, -0.842], [0.286, -0.943, 0.353], [-0.824, 1.707, 1.355], [0.828, 1.226, 0.930], [6.530, -0.251, -0.835], [5.623, 0.306, 0.270], [4.563, 1.334, -0.100], [3.410, 0.912, 0.636], [3.587, -0.388, 1.000], [2.733, -1.041, 1.505], [4.839, -0.778, 0.762], [5.905, -0.741, -1.584], [7.164, -1.025, -0.408], [7.126, 0.520, -1.317], [6.292, 0.689, 1.044], [4.325, 1.366, -1.167], [4.869, 2.347, 0.153], [-1.152, -4.604, 2.726], [-2.584, -4.239, 3.126], [-3.133, -3.038, 2.373], [-4.317, -3.517, 1.746], [-4.512, -4.807, 2.057], [-5.444, -5.455, 1.724], [-3.468, -5.297, 2.751], [-1.039, -4.868, 1.675], [-0.832, -5.421, 3.371], [-0.481, -3.752, 2.861], [-2.567, -4.132, 4.212], [-2.443, -2.746, 1.583], [-3.295, -2.153, 2.985], [3.770, -2.946, -2.706], [3.064, -2.984, -1.365], [1.683, -2.270, -1.392], [0.931, -3.148, -0.564], [1.561, -4.328, -0.364], [1.110, -5.252, 0.216], [2.764, -4.309, -0.987], [3.919, -1.906, -3.011], [3.178, -3.420, -3.488], [4.749, -3.417, -2.630], [3.639, -2.542, -0.546], [1.345, -2.205, -2.432], [1.715, -1.262, -0.982]], "mulliken_charge": [-0.40, 0.48, -0.38, -0.58, 0.39, -0.27, -0.11, 0.32, 0.33, 0.24, -1.55, 0.63, -0.47, 0.38, 0.27, -0.53, -0.41, 0.40, 0.35, 0.36, 0.25, 0.19, 0.26, -0.76, 1.50, -0.38, -0.39, 0.35, -0.54, -0.02, 0.40, -0.46, 0.55, -0.84, 0.29, 0.35, -0.63, 0.35, -0.39, -0.35, 0.59, -0.54, -0.35, -0.34, 0.10, 0.52, 0.44, 0.12, 0.41, -0.23, 2.21, 2.33, -0.55, 0.34, -0.56, 0.01, -0.17, -0.05, -0.41, -1.01, -1.50, -0.48, -1.36, 0.51, -0.63, 0.05, 0.20, -0.39, -0.34, 0.20, 0.38, 0.40, 0.27, 0.22, 0.37, -1.14, 0.69, 0.84, -0.41, 0.59, -0.59, -0.41, 0.22, 0.47, 0.15, 0.18, -0.72, 0.09, -1.60, 0.95, 0.62, 0.22, 0.19, -0.52, -0.44, 0.34, 0.41, 0.37, 0.11, -0.05, -0.50]}



{"formula": "C31H45GaO3", "method": "the ωB97M-V functional and the def2-TZVPD basis", "multiplicity": 1, "e_lumo_ev": [-1.425, -1.727], "mol_weight_g_mol": 535.421, "homo_lumo_gap_ev": [5.61, 5.29], "charge": 0, "homo_ev": [-7.034, -7.020], "species": ["O", "C", "C", "H", "H", "C", "H", "H", "C", "H", "H", "H", "C", "H", "H", "H", "Ga", "C", "C", "C", "H", "C", "C", "H", "H", "H", "H", "C", "C", "C", "H", "C", "C", "H", "H", "H", "H", "O", "C", "C", "H", "H", "C", "H", "H", "C", "H", "H", "H", "H", "C", "C", "C", "C", "C", "C", "C", "C", "C", "C", "C", "C", "O", "H", "H", "H", "H", "H", "H", "H", "H", "H", "H", "H", "H", "H", "H", "H", "H", "H"], "xyz": [[-2.694, -3.623, -2.620], [-2.097, -4.780, -3.223], [-3.428, -5.389, -3.653], [-1.553, -5.388, -2.493], [-1.447, -4.494, -4.065], [-4.029, -4.162, -2.938], [-3.706, -6.327, -3.179], [-3.619, -5.372, -4.723], [-4.903, -4.550, -1.760], [-4.388, -5.257, -1.098], [-5.822, -5.019, -2.145], [-5.213, -3.663, -1.180], [-4.786, -3.266, -3.888], [-4.123, -2.984, -4.716], [-5.168, -2.394, -3.353], [-5.636, -3.832, -4.287], [0.774, -0.980, -1.971], [0.713, 2.744, -1.198], [1.944, 2.053, -1.231], [1.908, 1.061, -2.256], [2.845, 2.410, -0.767], [0.509, 1.065, -2.788], [-0.166, 2.153, -2.101], [-1.170, 2.507, -2.317], [0.513, 3.643, -0.606], [2.786, 0.761, -2.832], [0.237, 0.809, -3.819], [-0.658, 2.145, 2.140], [-1.682, 2.727, 1.336], [-2.549, 1.683, 0.908], [-1.785, 3.787, 1.103], [-2.066, 0.459, 1.464], [-0.863, 0.742, 2.176], [-0.222, 0.019, 2.676], [0.120, 2.685, 2.673], [-3.441, 1.797, 0.297], [-2.564, -0.501, 1.412], [-4.240, -1.962, -0.870], [-3.753, -0.873, -1.677], [-2.233, -1.026, -1.929], [-3.938, 0.077, -1.147], [-4.336, -0.864, -2.613], [-1.742, -1.921, -0.801], [-1.743, -0.054, -1.944], [-2.086, -1.484, -2.900], [-3.057, -2.498, -0.204], [-1.216, -1.314, -0.065], [-1.082, -2.747, -1.110], [-3.151, -2.290, 0.884], [-3.095, -3.600, -0.307], [4.154, -1.130, 0.879], [3.609, -0.756, 2.259], [4.183, -1.678, 3.340], [3.865, 0.716, 2.562], [4.955, 1.170, 3.280], [5.160, 2.538, 3.512], [4.239, 3.485, 3.057], [3.128, 3.095, 2.330], [2.109, 4.147, 1.903], [1.510, 4.880, 3.112], [2.706, 5.174, 0.938], [2.954, 1.688, 1.960], [2.080, 1.338, 1.129], [5.239, -0.966, 0.848], [3.681, -0.513, 0.105], [3.962, -2.185, 0.653], [2.516, -0.894, 2.235], [5.280, -1.663, 3.326], [3.842, -1.378, 4.336], [3.858, -2.710, 3.174], [5.664, 0.437, 3.674], [6.038, 2.855, 4.070], [4.386, 4.544, 3.293], [1.316, 3.609, 1.379], [2.283, 5.492, 3.596], [0.686, 5.535, 2.800], [1.128, 4.167, 3.851], [3.114, 4.679, 0.048], [1.939, 5.894, 0.617], [3.517, 5.719, 1.438]], "mulliken_charge": [0.03, -0.62, -0.92, 0.26, 0.29, 1.78, 0.31, 0.33, -1.90, 0.46, 0.47, 0.24, -1.85, 0.40, 0.31, 0.46, 0.47, -0.08, -0.28, -1.45, 0.61, -0.34, -0.85, 0.53, 0.41, 0.56, 0.67, 0.02, -0.84, -0.81, 0.42, -0.18, -1.03, 0.46, 0.80, 0.51, 0.76, -0.54, -0.75, 0.76, 0.28, 0.29, -0.33, -0.42, 0.29, -0.61, -0.19, 0.33, 0.61, 0.02, -1.14, 1.14, -1.81, -0.02, -0.26, -1.31, -0.15, 0.78, 1.76, -1.62, -1.56, 0.17, -0.38, 0.28, 0.15, 0.40, 0.02, 0.33, 0.42, 0.45, 0.27, 0.38, 0.34, -1.15, 0.42, 0.40, 0.40, 0.33, 0.42, 0.41]}